[1]
12
Properties=species:S:1:pos:R:3:mulliken_charge:R:1 method="wB97M-V/def2-TZVPD" lumo_energy_ev=-1.38 gap_ev=3.27 energy_ev=-32006.7012 total_charge=0 de_lowest_ev=20.449 e_homo_ev=-4.645
Na 11.623 -12.110 4.071 1.21
Na 9.408 -11.769 3.630 0.77
Na 12.104 -8.545 1.766 0.95
Na 9.091 -9.513 1.666 0.70
C 10.867 -10.605 2.418 0.65
O 11.014 -9.607 1.807 -1.04
O 11.468 -10.748 3.464 -0.82
O 10.040 -11.509 2.182 -0.74
C 10.034 -13.807 3.424 0.62
O 9.609 -13.009 2.528 -0.66
O 11.182 -13.507 3.695 -0.90
O 9.393 -14.532 4.189 -0.73

---

[2]
40
Properties=species:S:1:pos:R:3:nbo_charge:R:1 method="wB97M-V/def2-TZVPD" lumo_energy_ev=-0.73 gap_ev=8.86 energy_ev=-27119.2704 total_charge=0 de_lowest_ev=1.400 e_homo_ev=-9.589
He 0.326 0.002 -0.032 0.00
O -0.051 -2.544 1.568 -0.96
H -0.811 -3.123 1.609 0.48
H 0.188 -2.396 2.483 0.50
O -2.179 -0.799 1.065 -0.99
H -1.345 -1.209 1.296 0.48
H -2.319 -1.039 0.149 0.49
O 0.955 1.959 3.827 -0.98
H 1.315 1.782 4.696 0.47
H 1.629 1.653 3.221 0.49
O -1.097 3.198 1.976 -0.97
H -1.737 2.706 1.462 0.49
H -0.752 2.561 2.602 0.48
O -2.443 -1.120 -1.782 -0.94
H -3.361 -0.921 -1.967 0.49
H -2.429 -2.065 -1.625 0.47
O 0.431 -2.295 -4.141 -0.93
H 0.153 -2.328 -3.226 0.47
H 0.723 -3.186 -4.335 0.45
O 1.412 1.236 -1.987 -1.00
H 1.837 0.497 -1.552 0.47
H 1.345 1.908 -1.309 0.50
O 0.819 -2.828 -1.248 -0.97
H 0.649 -3.763 -1.367 0.48
H 0.340 -2.597 -0.452 0.49
O 2.905 0.841 2.105 -0.94
H 3.431 0.440 2.798 0.47
H 2.627 0.106 1.559 0.49
O -3.522 1.595 0.945 -0.97
H -4.095 1.545 1.709 0.47
H -2.895 0.882 1.067 0.49
O 2.864 -0.860 -0.933 -0.97
H 3.482 -0.967 -1.656 0.49
H 2.166 -1.489 -1.119 0.49
O 0.989 3.079 0.024 -0.97
H 1.634 3.735 0.287 0.47
H 0.427 2.974 0.792 0.50
O -1.331 1.204 -3.098 -0.97
H -1.820 0.480 -2.706 0.46
H -0.460 1.145 -2.705 0.49

---

[3]
56
Properties=species:S:1:pos:R:3:nbo_charge:R:1 method="wB97M-V/def2-TZVPD" lumo_energy_ev=-9.40 gap_ev=4.28 energy_ev=-57152.8884 total_charge=+2 de_lowest_ev=3.345 e_homo_ev=-13.681
Ag 6.795 19.097 -9.836 0.96
Ag 9.696 17.393 -12.633 0.99
Ag 7.073 18.456 -15.633 0.95
N 6.792 19.697 -12.916 0.73
O 6.282 20.247 -11.926 -0.49
O 6.386 20.047 -14.041 -0.48
O 7.711 18.809 -12.800 -0.70
C -0.809 19.278 -14.925 -0.27
O -0.552 19.358 -13.501 -0.80
P 0.634 20.315 -13.098 2.56
O 0.496 21.722 -13.525 -1.07
O 0.662 20.100 -11.502 -0.80
C 0.764 18.778 -10.991 -0.26
O 1.983 19.603 -13.591 -0.82
C 3.200 20.290 -13.376 -0.25
H -1.434 18.400 -15.051 0.21
H 0.091 19.289 -15.537 0.19
H -1.397 20.131 -15.269 0.21
H -0.067 18.155 -11.319 0.21
H 0.639 18.870 -9.911 0.20
H 1.731 18.304 -11.166 0.16
H 3.714 19.796 -12.545 0.15
H 3.169 21.366 -13.204 0.23
H 3.857 20.167 -14.241 0.17
C 5.467 21.513 -17.480 -0.26
O 6.569 20.814 -16.913 -0.59
C 7.503 21.663 -16.275 -0.09
C 8.404 22.412 -17.244 -0.10
O 9.583 21.641 -17.461 -0.56
C 10.568 22.375 -18.192 -0.26
H 5.693 22.008 -18.422 0.20
H 5.030 22.187 -16.738 0.19
H 4.670 20.794 -17.679 0.20
H 8.158 21.024 -15.675 0.16
H 7.038 22.400 -15.612 0.20
H 8.715 23.403 -16.902 0.19
H 7.898 22.552 -18.206 0.19
H 11.084 21.712 -18.884 0.20
H 11.337 22.667 -17.474 0.18
H 10.147 23.229 -18.715 0.19
C 5.691 25.314 -10.304 -0.27
O 5.942 23.974 -10.720 -0.54
C 7.260 23.597 -10.461 -0.06
C 8.154 23.443 -11.679 -0.08
O 8.326 24.607 -12.466 -0.53
C 9.603 24.616 -13.065 -0.25
H 4.856 25.732 -10.872 0.21
H 6.487 25.947 -10.716 0.19
H 5.529 25.442 -9.237 0.18
H 7.287 22.564 -10.076 0.13
H 7.737 24.211 -9.694 0.19
H 7.729 22.643 -12.302 0.15
H 9.134 23.148 -11.282 0.16
H 9.687 25.484 -13.715 0.21
H 9.792 23.692 -13.622 0.15
H 10.415 24.733 -12.337 0.17

---

[4]
85
Properties=species:S:1:pos:R:3:mulliken_charge:R:1 method="wB97M-V/def2-TZVPD" lumo_energy_ev=2.07 gap_ev=6.24 energy_ev=-158265.9328 total_charge=-1 de_lowest_ev=0.284 e_homo_ev=-4.171
Y 0.960 1.519 -0.070 -0.24
O -2.951 0.992 2.327 -0.60
C -1.828 1.437 1.785 0.32
O -1.048 0.731 1.184 1.33
C -1.625 2.904 2.078 -1.26
O -0.504 3.441 1.430 -0.40
C -0.867 4.368 0.385 -0.95
C -1.421 3.592 -0.811 0.80
O -2.445 3.969 -1.362 -0.73
O -0.733 2.545 -1.097 0.01
H -2.952 0.015 2.312 0.26
H -1.490 2.973 3.164 0.39
H -2.547 3.436 1.828 0.47
H 0.055 4.871 0.097 0.29
H -1.599 5.084 0.761 0.38
C 5.434 -1.397 1.109 -1.05
N 4.054 -1.566 0.663 0.16
C 3.828 -2.531 -0.397 -1.02
C 3.095 -0.645 0.928 0.44
N 1.846 -0.739 0.579 0.61
N 3.587 0.474 1.583 0.41
C 2.883 1.422 2.281 0.27
N 3.687 2.378 2.823 -0.52
N 1.583 1.389 2.387 -0.24
H 6.004 -0.754 0.433 0.31
H 5.896 -2.382 1.159 0.35
H 5.455 -0.960 2.103 0.36
H 4.681 -3.203 -0.437 0.36
H 3.729 -2.031 -1.361 0.33
H 2.940 -3.140 -0.206 0.31
H 1.671 -1.595 0.067 -0.48
H 4.463 0.880 1.139 -0.42
H 4.568 2.479 2.308 0.23
H 3.221 3.274 2.867 0.33
H 1.281 2.197 2.926 0.08
S 4.672 4.122 -2.715 -0.54
As 4.052 2.845 -1.186 0.55
S 2.482 3.741 0.104 -0.53
S 2.916 1.083 -1.912 -0.42
S 5.681 2.160 0.091 -0.59
C -1.029 1.488 -3.979 -1.62
C -1.166 -0.029 -3.829 0.57
C -2.459 -0.515 -4.486 -1.63
P -0.812 -0.586 -2.085 0.79
C -0.104 -2.287 -2.385 0.56
C -0.772 -3.204 -3.412 -1.85
C 1.363 -2.111 -2.789 -0.76
C -2.411 -0.893 -1.170 2.43
C -3.262 -2.124 -1.469 -1.92
C -3.273 0.373 -1.169 -1.69
H -1.102 1.754 -5.037 0.52
H -0.071 1.842 -3.600 0.24
H -1.810 2.021 -3.435 0.30
H -0.326 -0.478 -4.374 0.47
H -3.331 -0.038 -4.040 0.27
H -2.592 -1.594 -4.427 0.24
H -2.449 -0.237 -5.543 0.45
H -0.142 -2.771 -1.398 0.35
H -0.664 -2.786 -4.415 0.29
H -1.829 -3.377 -3.232 0.36
H -0.267 -4.175 -3.416 0.49
H 1.435 -1.705 -3.801 0.26
H 1.885 -3.072 -2.786 0.53
H 1.890 -1.410 -2.144 -0.62
H -2.028 -1.015 -0.150 -1.29
H -3.673 -2.106 -2.479 0.25
H -4.107 -2.149 -0.774 0.51
H -2.706 -3.053 -1.338 0.38
H -3.854 0.454 -2.088 0.32
H -2.678 1.281 -1.085 0.16
H -3.987 0.343 -0.341 0.49
N 0.222 -1.425 3.028 -0.55
C -1.031 -1.321 3.590 0.35
C -2.121 -2.047 3.088 -0.60
C -3.369 -1.963 3.691 -0.48
C -3.571 -1.149 4.798 -0.55
C -2.495 -0.420 5.295 -0.45
C -1.246 -0.501 4.706 -0.27
H 0.229 -1.819 2.100 0.21
H 0.761 -0.561 3.009 0.08
H -1.976 -2.685 2.222 0.39
H -4.193 -2.539 3.285 0.38
H -4.546 -1.079 5.260 0.38
H -2.634 0.224 6.154 0.38
H -0.411 0.063 5.106 0.51

---

[5]
79
Properties=species:S:1:pos:R:3:mulliken_charge:R:1 method="wB97M-V/def2-TZVPD" multiplicity=2 lumo_energy_ev="-3.38 / -4.41" gap_ev="6.88 / 6.70" s2=0.7788 energy_ev=-145641.0171 total_charge=+1 de_lowest_ev=1.660 e_homo_ev="-10.259 / -11.115"
Ir -1.523 0.743 1.211 2.60
C -2.816 5.080 1.194 -1.47
C -2.541 3.680 1.643 0.56
S -1.000 3.004 1.416 -0.25
C -3.513 2.915 2.293 0.48
C -4.857 3.485 2.626 -1.40
S -3.143 1.335 2.809 -0.26
H -1.938 5.520 0.726 0.45
H -3.131 5.715 2.024 0.34
H -3.626 5.071 0.460 0.29
H -4.773 4.307 3.340 0.32
H -5.512 2.726 3.045 0.46
H -5.322 3.887 1.723 0.28
O 0.057 0.706 -0.208 -1.26
As 1.695 0.627 0.217 1.33
C 2.221 0.969 2.035 1.02
C 3.578 1.223 2.235 -0.52
C 4.056 1.501 3.507 -0.98
C 3.186 1.524 4.584 -0.58
C 1.835 1.271 4.392 -1.15
C 1.358 0.998 3.121 0.09
C 2.400 -1.007 -0.485 0.05
C 3.742 -1.336 -0.345 -0.48
C 4.223 -2.497 -0.931 -0.75
C 3.368 -3.317 -1.655 -0.82
C 2.027 -2.988 -1.785 -0.64
C 1.540 -1.826 -1.203 0.22
C 2.493 2.034 -0.812 0.48
C 2.476 1.885 -2.197 -0.53
C 2.903 2.922 -3.008 -0.72
C 3.348 4.108 -2.439 -0.48
C 3.360 4.260 -1.060 -0.81
C 2.923 3.227 -0.243 -0.23
H 4.269 1.218 1.401 0.41
H 5.109 1.701 3.651 0.43
H 3.558 1.740 5.577 0.41
H 1.152 1.275 5.231 0.47
H 0.307 0.772 3.022 0.31
H 4.416 -0.701 0.216 0.27
H 5.266 -2.762 -0.822 0.45
H 3.752 -4.212 -2.126 0.42
H 1.360 -3.637 -2.338 0.45
H 0.499 -1.544 -1.304 0.59
H 2.130 0.958 -2.640 0.40
H 2.887 2.809 -4.084 0.41
H 3.682 4.919 -3.072 0.40
H 3.700 5.187 -0.619 0.42
H 2.916 3.361 0.832 0.41
O 0.225 -1.290 1.833 -0.63
C -0.666 -1.899 1.238 0.34
O -1.755 -1.325 0.864 -1.29
C -0.522 -3.362 0.949 0.30
C -0.931 -3.916 -0.258 0.07
C -0.741 -5.263 -0.510 -0.63
C -0.160 -6.038 0.478 -0.13
C 0.244 -5.517 1.693 -0.64
C 0.067 -4.163 1.920 -0.41
N 0.046 -7.477 0.215 1.02
O 0.480 -8.153 1.121 -0.60
O -0.231 -7.884 -0.894 -0.60
H -1.389 -3.299 -1.020 0.54
H -1.038 -5.722 -1.441 0.53
H 0.687 -6.168 2.432 0.53
H 0.390 -3.717 2.850 0.54
C -4.526 1.717 -3.057 -0.96
N -3.571 0.655 -2.826 -0.01
C -3.196 -0.296 -3.876 -0.69
C -2.276 -1.290 -3.139 -0.53
N -2.196 -0.710 -1.803 0.29
C -2.959 0.363 -1.682 0.77
S -3.181 1.289 -0.258 -0.54
H -4.062 2.558 -3.577 0.31
H -4.929 2.066 -2.110 0.32
H -5.345 1.332 -3.664 0.34
H -2.677 0.224 -4.682 0.33
H -4.089 -0.768 -4.288 0.39
H -1.287 -1.349 -3.593 0.29
H -2.701 -2.294 -3.101 0.30
H -1.806 -1.143 -0.972 -0.48

---

[6]
67
Properties=species:S:1:pos:R:3:nbo_charge:R:1 method="wB97M-V/def2-TZVPD" lumo_energy_ev=-3.35 gap_ev=7.47 energy_ev=-225478.4833 total_charge=+1 e_homo_ev=-10.821
Cu -2.151 -1.092 -3.116 0.88
Cu -2.030 -0.205 1.640 0.87
Cu 1.567 0.794 0.831 0.88
S -0.400 -0.645 -0.737 2.56
O -1.810 -0.824 -0.160 -1.09
O 0.629 -1.522 -0.162 -1.04
O -0.515 -0.968 -2.218 -1.12
O 0.136 0.744 -0.613 -1.08
O -3.280 0.909 2.984 -1.02
S -3.212 2.373 2.857 2.42
O -1.940 2.779 2.375 -0.93
O -4.421 2.850 2.025 -0.74
C -4.349 3.071 0.517 -0.06
C -4.648 4.577 0.371 -0.63
C -3.674 3.046 4.350 -0.91
H -5.084 2.342 0.087 0.22
H -3.377 2.923 0.111 0.21
H -5.615 4.871 0.698 0.22
H -4.494 4.842 -0.735 0.23
H -3.953 5.118 1.036 0.22
H -4.506 2.480 4.719 0.28
H -3.845 4.146 4.195 0.27
H -2.774 2.971 4.973 0.26
O 1.541 1.160 2.988 -0.98
S 0.712 0.350 3.836 2.44
O -0.608 0.051 3.353 -1.00
O 1.531 -0.931 4.138 -0.71
C 1.057 -2.197 3.600 -0.08
C 0.038 -2.829 4.522 -0.65
C 0.545 1.141 5.360 -0.93
H 1.957 -2.732 3.465 0.22
H 0.594 -1.938 2.592 0.21
H 0.521 -2.856 5.534 0.22
H -0.130 -3.888 4.335 0.24
H -0.891 -2.267 4.590 0.22
H -0.225 0.661 5.984 0.27
H 0.434 2.246 5.284 0.28
H 1.472 1.068 5.884 0.27
O 3.980 -1.541 1.646 -0.90
S 4.095 -0.617 0.549 2.31
O 3.581 0.768 0.806 -1.02
O 5.665 -0.350 0.243 -0.72
C 6.315 0.565 1.165 -0.07
C 7.750 0.159 1.068 -0.63
C 3.651 -1.287 -1.063 -0.82
H 5.766 0.451 2.159 0.19
H 6.132 1.630 0.838 0.20
H 7.809 -0.897 1.257 0.22
H 8.376 0.740 1.696 0.23
H 7.948 0.360 0.010 0.22
H 3.732 -0.512 -1.719 0.25
H 2.592 -1.570 -0.889 0.30
H 4.351 -2.110 -1.067 0.26
C -0.548 -2.959 -7.957 -0.17
C -0.217 -2.079 -6.957 -0.20
C -1.166 -1.374 -6.214 -0.19
C -2.487 -1.661 -6.551 0.01
C -2.844 -2.446 -7.597 -0.19
C -1.877 -3.124 -8.362 -0.18
N -3.555 -0.918 -5.855 0.55
O -3.286 -0.673 -4.653 -0.52
O -4.550 -0.642 -6.492 -0.27
H 0.189 -3.524 -8.434 0.23
H 0.794 -1.947 -6.624 0.23
H -0.903 -0.569 -5.502 0.25
H -3.885 -2.701 -7.840 0.25
H -2.209 -3.792 -9.155 0.24